2 unconnected molecules or ions with the total composition C3H11NO2, computed with ωB97M-V/def2-TZVPD.

Last column: natural (NBO) charge in e.
CARTESIAN COORDINATES (ANGSTROEM)
O1 -1.987 0.596 1.146  -0.679
C1 0.646 -0.368 -0.622  -0.349
H1 -0.623 -0.859 1.667  0.165
H2 -2.187 -1.519 1.032  0.193
H3 -0.740 -1.971 -0.645  0.220
H4 -1.472 -0.288 -1.087  0.225
O2 1.169 2.519 -0.374  -0.994
H5 1.622 -1.970 0.362  0.418
H6 2.334 -0.381 0.332  0.423
C2 -1.460 -0.696 0.982  -0.055
H7 0.871 3.069 -1.109  0.515
H8 -2.275 0.900 0.280  0.469
H9 0.929 -0.665 -1.632  0.310
C3 -0.826 -0.903 -0.388  -0.408
N1 1.479 -0.963 0.428  -0.273
H10 1.918 2.756 0.182  0.510
H11 0.601 0.743 -0.554  0.310

Cartesian forces, eV/Å:
O 0.4 -0.5 0.1
C -3.3 0.3 3.0
H -0.5 0.1 0.8
H -0.1 0.5 0.6
H -0.8 0.3 -0.1
H 0.7 -1.3 0.1
O -0.6 -1.2 0.2
H -0.2 -0.2 0.8
H 0.0 -0.7 1.6
C 0.9 -0.4 -0.6
H 1.0 0.6 0.6
H -0.3 0.2 0.1
H 0.6 -0.5 -0.2
C 0.4 0.7 -1.9
N 1.3 1.9 -4.3
H -0.2 1.0 -0.8
H 0.9 -0.7 0.1

Frontier orbital gap (alpha / beta) = 0.3945 / 0.1935 Eh
Energy above the lowest of the compared OMol25 structures with the same formula, charge and spin = 1.972 eV
HOMO level (alpha / beta) = -14.30 / -14.28 eV
2S+1 = 2
Largest force on an atom = 0.09453 Eh/bohr
Charge = +1
⟨S²⟩ = 0.75